one:
15 unconnected molecules or ions with the total composition C30H90O30. Source: the OMol25 dataset; level of theory: ωB97M-V with the def2-TZVPD basis set.

```
150
Properties=species:S:1:pos:R:3
C 5.20 -0.87 -0.85
C 6.06 0.19 -1.58
O 6.95 0.82 -0.62
O 4.53 -0.36 0.30
H 5.79 -1.72 -0.51
H 4.55 -1.40 -1.54
H 5.40 0.80 -2.19
H 6.77 -0.32 -2.23
H 6.29 1.22 -0.06
H 4.37 -1.06 0.94
C -4.07 3.72 -0.18
C -4.22 2.15 -0.16
O -3.80 1.52 1.05
O -5.28 4.23 0.41
H -3.89 4.17 -1.15
H -3.20 3.99 0.41
H -3.61 1.74 -0.96
H -5.26 1.88 -0.34
H -4.46 1.70 1.72
H -5.07 4.64 1.25
C 0.25 5.05 0.46
C -0.32 6.44 0.27
O -0.34 6.78 -1.12
O -0.75 4.14 0.05
H 0.62 4.93 1.48
H 1.13 5.02 -0.18
H 0.39 7.13 0.73
H -1.35 6.59 0.61
H -0.37 7.73 -1.22
H -0.32 3.28 0.13
C -2.06 -4.91 1.01
C -1.25 -3.99 1.99
O -2.04 -3.58 3.08
O -2.41 -6.14 1.63
H -1.43 -5.22 0.17
H -2.95 -4.45 0.57
H -1.02 -3.03 1.53
H -0.35 -4.41 2.43
H -2.66 -2.97 2.68
H -3.35 -6.26 1.46
C -4.43 -1.36 -1.70
C -3.54 -2.01 -0.63
O -2.71 -1.15 0.04
O -3.70 -1.05 -2.84
H -4.96 -0.51 -1.26
H -5.32 -1.90 -2.02
H -2.92 -2.75 -1.12
H -4.27 -2.36 0.10
H -3.13 -0.30 0.21
H -2.91 -0.61 -2.54
C 3.66 -3.70 1.72
C 3.92 -4.46 3.04
O 2.68 -4.66 3.69
O 3.74 -2.28 1.92
H 2.69 -3.92 1.29
H 4.40 -3.96 0.97
H 4.61 -3.94 3.71
H 4.31 -5.46 2.85
H 2.69 -5.51 4.13
H 3.31 -2.07 2.75
C -1.59 1.84 -3.31
C -2.88 2.48 -3.86
O -3.55 1.53 -4.63
O -1.79 0.81 -2.36
H -1.04 2.56 -2.71
H -1.01 1.44 -4.14
H -2.64 3.35 -4.47
H -3.53 2.63 -3.01
H -3.82 0.89 -3.97
H -0.94 0.68 -1.93
C -5.21 -4.13 4.20
C -5.50 -3.35 2.92
O -4.55 -2.50 2.43
O -4.60 -5.33 3.88
H -6.19 -4.35 4.60
H -4.62 -3.56 4.92
H -6.38 -2.74 3.13
H -5.77 -4.03 2.11
H -4.67 -1.61 2.76
H -3.72 -5.04 3.61
C 1.77 -4.28 -1.31
C 0.55 -4.36 -2.27
O 0.99 -4.86 -3.55
O 2.22 -5.58 -0.90
H 1.47 -3.62 -0.49
H 2.68 -3.75 -1.58
H 0.24 -3.32 -2.36
H -0.27 -4.91 -1.82
H 0.17 -5.11 -3.98
H 2.45 -6.01 -1.73
C -1.90 1.77 3.55
C -1.66 3.27 3.37
O -2.38 3.98 4.42
O -1.21 1.31 4.69
H -1.62 1.20 2.67
H -2.95 1.66 3.82
H -1.98 3.63 2.39
H -0.59 3.45 3.45
H -2.71 3.36 5.08
H -0.91 2.02 5.26
C 1.03 3.88 -5.12
C 0.59 5.32 -4.94
O 1.44 6.10 -5.70
O 0.54 3.33 -6.24
H 0.57 3.22 -4.37
H 2.09 3.66 -5.28
H 0.63 5.52 -3.87
H -0.40 5.41 -5.37
H 1.06 6.92 -6.03
H 0.96 3.76 -6.99
C 2.13 -1.22 -3.55
C 2.32 -1.03 -5.07
O 2.25 0.35 -5.51
O 0.95 -0.54 -3.17
H 2.99 -0.75 -3.08
H 2.11 -2.27 -3.25
H 1.59 -1.67 -5.58
H 3.24 -1.55 -5.33
H 1.49 0.64 -5.00
H 0.72 -0.74 -2.26
C 3.72 3.06 -0.59
C 4.45 3.71 0.62
O 5.58 2.94 0.98
O 3.14 1.84 -0.26
H 4.45 2.98 -1.40
H 2.87 3.60 -1.02
H 3.75 3.73 1.46
H 4.78 4.72 0.36
H 6.21 3.47 1.48
H 3.85 1.26 0.01
C 0.27 0.62 0.52
C 0.87 -0.78 0.51
O 0.24 -1.57 -0.46
O 0.37 1.42 -0.68
H 0.68 1.14 1.39
H -0.81 0.50 0.63
H 0.71 -1.29 1.46
H 1.96 -0.82 0.52
H -0.58 -1.85 -0.04
H 1.29 1.57 -0.91
C 0.40 -1.86 4.53
C 1.42 -0.77 4.68
O 2.63 -1.16 4.11
O 0.91 -2.96 5.33
H 0.32 -2.09 3.47
H -0.62 -1.57 4.77
H 1.68 -0.44 5.69
H 1.16 0.12 4.11
H 3.27 -1.29 4.81
H 1.75 -3.20 4.94
```

As for the molar mass: 931.02 g mol⁻¹. Its gap between HOMO and LUMO is 9.404 eV.

***

two:
15 unconnected molecules or ions with the total composition C30H90O30. Source: the OMol25 dataset; level of theory: ωB97M-V with the def2-TZVPD basis set.

```
150
Properties=species:S:1:pos:R:3
C 2.83 4.96 0.24
C 2.08 4.55 -1.04
O 1.77 3.11 -0.99
O 4.20 4.64 0.17
H 2.41 4.45 1.11
H 2.78 6.04 0.36
H 2.53 4.68 -2.02
H 1.08 4.97 -1.06
H 1.32 2.98 -1.83
H 4.76 5.39 -0.07
C 3.18 1.32 4.77
C 2.08 1.33 3.72
O 2.61 1.76 2.45
O 4.34 0.66 4.31
H 2.85 0.69 5.59
H 3.41 2.26 5.27
H 1.38 2.06 4.14
H 1.55 0.38 3.69
H 1.99 2.43 2.13
H 4.98 0.67 5.04
C -0.24 4.54 2.61
C -0.05 4.50 4.14
O -1.00 3.65 4.73
O 0.26 3.28 2.05
H 0.29 5.39 2.19
H -1.27 4.66 2.26
H -0.22 5.43 4.69
H 0.99 4.21 4.33
H -0.93 3.76 5.68
H -0.48 2.67 2.09
C 1.26 -3.08 4.65
C 0.15 -3.22 5.68
O -0.85 -2.24 5.56
O 2.01 -1.89 4.95
H 0.82 -2.92 3.66
H 1.99 -3.88 4.60
H 0.56 -3.10 6.68
H -0.39 -4.15 5.51
H -1.57 -2.38 6.19
H 2.49 -2.07 5.76
C -2.93 0.64 3.89
C -2.84 -0.66 3.05
O -1.54 -1.21 3.18
O -2.39 1.71 3.17
H -2.39 0.42 4.81
H -3.98 0.87 4.08
H -2.86 -0.49 1.97
H -3.63 -1.36 3.32
H -1.51 -1.70 4.01
H -2.01 2.33 3.80
C -4.66 -0.03 -1.56
C -5.52 -0.46 -2.72
O -6.51 -1.40 -2.42
O -5.35 0.90 -0.69
H -3.73 0.37 -1.98
H -4.44 -0.85 -0.89
H -4.87 -0.78 -3.53
H -5.97 0.43 -3.16
H -6.92 -1.68 -3.24
H -4.69 1.42 -0.23
C 1.19 2.62 -4.84
C 0.65 3.84 -5.52
O -0.68 3.81 -6.03
O 0.72 2.43 -3.50
H 2.25 2.74 -4.61
H 1.05 1.70 -5.41
H 1.22 4.25 -6.35
H 0.73 4.59 -4.72
H -0.57 3.22 -6.78
H -0.14 1.99 -3.52
C 5.16 -2.43 1.99
C 3.71 -2.25 1.73
O 3.36 -0.86 1.50
O 5.65 -1.41 2.89
H 5.77 -2.48 1.08
H 5.38 -3.41 2.41
H 3.08 -2.65 2.52
H 3.45 -2.80 0.82
H 2.41 -0.76 1.44
H 6.60 -1.55 2.92
C 1.43 -3.50 -2.68
C 1.68 -2.05 -3.18
O 2.21 -1.99 -4.43
O 2.60 -4.18 -2.65
H 0.63 -3.98 -3.24
H 1.08 -3.42 -1.65
H 2.32 -1.60 -2.42
H 0.71 -1.56 -3.20
H 3.00 -2.55 -4.44
H 2.40 -5.01 -2.19
C -2.20 -3.95 -2.84
C -3.69 -4.11 -2.60
O -4.49 -4.54 -3.70
O -1.50 -5.13 -2.89
H -1.78 -3.30 -2.07
H -2.00 -3.36 -3.73
H -4.10 -3.18 -2.22
H -3.84 -4.80 -1.77
H -5.38 -4.49 -3.34
H -2.05 -5.77 -3.35
C 4.52 0.83 -1.05
C 6.00 0.69 -0.68
O 6.13 0.18 0.64
O 3.74 1.45 0.01
H 4.06 -0.15 -1.13
H 4.30 1.44 -1.93
H 6.56 1.63 -0.73
H 6.33 0.08 -1.52
H 7.03 -0.15 0.67
H 3.05 1.99 -0.37
C 0.25 0.34 0.43
C -0.23 -0.45 -0.84
O -1.53 -0.99 -0.72
O 0.60 -0.54 1.50
H -0.48 1.09 0.77
H 1.13 0.93 0.19
H 0.48 -1.24 -1.10
H -0.15 0.19 -1.71
H -1.65 -1.86 -0.33
H -0.22 -0.80 1.92
C -0.45 -5.46 0.98
C -0.79 -3.96 1.07
O -2.02 -3.78 0.45
O -0.01 -5.95 -0.29
H -1.22 -6.10 1.43
H 0.42 -5.61 1.62
H 0.00 -3.43 0.53
H -0.84 -3.64 2.11
H -2.67 -4.40 0.79
H -0.56 -5.48 -0.93
C -3.22 3.36 0.51
C -3.84 4.00 -0.77
O -5.21 3.94 -0.72
O -3.30 1.95 0.63
H -3.74 3.79 1.37
H -2.18 3.69 0.54
H -3.49 3.41 -1.62
H -3.53 5.04 -0.86
H -5.41 3.02 -0.94
H -2.84 1.75 1.45
C -1.49 0.45 -4.90
C -2.41 -0.79 -4.96
O -3.61 -0.32 -5.57
O -1.78 1.33 -3.83
H -1.44 1.09 -5.78
H -0.48 0.12 -4.65
H -2.53 -1.23 -3.97
H -2.04 -1.52 -5.67
H -3.92 -0.90 -6.27
H -2.56 1.84 -4.08
```

As for the molar mass: 931.02 g mol⁻¹. Its gap between HOMO and LUMO is 7.852 eV.

***

Question: which arrangement is favored energetically? Ranking from most to least stable: one, two.

***

one:
A molecular structure, C2H9NS. Source: the OMol25 dataset; level of theory: ωB97M-V with the def2-TZVPD basis set.

```
13
Properties=species:S:1:pos:R:3
N -2.57 -1.53 -1.07
H -1.82 -1.19 -1.63
H -3.34 5.68 -2.26
H -2.13 -1.88 -0.20
H -3.17 -0.82 -0.87
C 0.88 -1.31 1.30
C 0.20 -0.08 0.88
S 1.50 0.88 -0.17
H -3.30 6.24 -2.86
H 0.75 -1.62 2.35
H 1.36 -1.90 0.60
H -0.05 0.62 1.72
H -0.71 -0.14 0.26
```

As for the molar mass: 79.17 g mol⁻¹. Its gap between HOMO and LUMO is 6.140 eV.

***

two:
2 unconnected molecules or ions with the total composition C2H9NS. Source: the OMol25 dataset; level of theory: ωB97M-V with the def2-TZVPD basis set.

```
13
Properties=species:S:1:pos:R:3
S -3.14 -0.57 -0.10
H -3.79 0.60 -0.18
C 1.05 -0.71 0.98
C 1.26 -0.01 -0.35
N 0.10 0.84 -0.66
H 1.96 -1.16 1.36
H 0.34 -1.53 0.92
H 0.61 -0.03 1.70
H 1.34 -0.75 -1.15
H 2.19 0.56 -0.31
H -0.09 1.43 0.15
H 0.34 1.48 -1.41
H -2.18 -0.17 -0.94
```

As for the molar mass: 79.17 g mol⁻¹. Its gap between HOMO and LUMO is 10.251 eV. As for the structure (SMILES): CCN.S.

***

Question: which arrangement is favored energetically? Ranking from most to least stable: two, one.

***

one:
2 unconnected molecules or ions with the total composition C3H10N3O2P. Source: the OMol25 dataset; level of theory: ωB97M-V with the def2-TZVPD basis set.

```
19
Properties=species:S:1:pos:R:3
C 1.18 -0.49 -0.85
C -0.93 0.44 0.15
C 0.46 0.01 0.49
N -0.75 1.29 -1.68
N 1.26 1.17 0.95
N 0.51 -1.05 1.42
O 0.68 -1.62 -1.24
O 2.12 0.07 -1.31
P -2.09 -0.82 -0.35
H -1.18 1.28 0.75
H -0.37 0.52 -2.08
H 0.11 1.90 -1.54
H 1.25 1.98 0.29
H 2.23 0.99 1.18
H 1.38 -1.09 1.83
H -0.18 -1.89 -0.75
H -0.21 -0.94 2.24
H -2.19 -1.58 0.85
H -3.29 -0.17 -0.34
```

As for the molar mass: 151.11 g mol⁻¹. Its gap between HOMO and LUMO is 10.074 eV.

***

two:
A molecular structure, C3H10N3O2P. Source: the OMol25 dataset; level of theory: ωB97M-V with the def2-TZVPD basis set.

```
19
Properties=species:S:1:pos:R:3
C 0.41 -0.03 -1.60
C 1.89 -0.01 -1.37
C -1.62 0.75 -0.80
N 0.50 -1.61 1.40
N -1.08 0.30 2.26
N -0.31 0.54 -0.62
O -0.12 -0.41 -2.65
O 1.55 0.75 1.89
P 0.35 0.08 1.46
H 2.28 0.51 -2.32
H 2.37 -0.95 -1.31
H 2.20 0.54 -0.47
H -2.08 0.34 -1.67
H -2.22 0.31 0.04
H -1.89 1.74 -0.70
H 1.33 -1.84 0.87
H -0.22 -1.98 0.80
H -1.96 -0.22 2.12
H -1.36 1.17 2.67
```

As for the molar mass: 151.11 g mol⁻¹. Its gap between HOMO and LUMO is 9.217 eV.

***

Question: which arrangement is favored energetically? Ranking from most to least stable: two, one.